# 1
{
  "formula": "C8H11N3O3S",
  "method": "ωB97M-V/def2-TZVPD",
  "symbols": ["C", "C", "C", "C", "C", "C", "C", "C", "N", "N", "N", "O", "O", "O", "S", "H", "H", "H", "H", "H", "H", "H", "H", "H", "H", "H"],
  "xyz": [[1.915709, -1.687065, -0.808710], [0.781444, -0.907918, -0.882086], [2.865138, -1.356395, 0.168322], [1.384760, 0.150786, 1.169786], [-2.094083, 1.563069, -1.485532], [-2.056390, 2.742894, -0.604932], [-0.852993, 0.525208, 0.165421], [-1.816094, -0.484062, 1.640168], [2.539599, -0.463082, 1.095707], [0.424714, 0.006583, 0.047850], [4.038005, -1.981424, 0.244093], [0.963264, 0.873135, 2.043651], [-1.761752, 0.341213, -0.825240], [-2.050674, -1.673533, 1.036646], [-0.868663, 2.199259, 0.752001], [2.118171, -2.352194, -1.553365], [0.093333, -1.080260, -1.601541], [-2.978798, 1.434951, -2.033498], [-1.350140, 1.686852, -2.228050], [-1.458737, 3.532070, -1.080585], [-3.014917, 3.077403, -0.180803], [-2.682028, 0.018003, 1.936568], [-0.979834, -0.570440, 2.405984], [4.587915, -2.443445, -0.548729], [4.699351, -1.433864, 0.974113], [-2.446299, -1.717745, 0.152760]],
  "forces_ev_per_angstrom": [[-1.18, 2.45, 0.69], [1.58, -0.37, 2.30], [-1.97, 0.64, 0.08], [-2.46, 0.92, -0.90], [1.00, -0.40, -0.69], [1.10, 0.55, 1.70], [-3.53, -0.29, 4.79], [4.72, 0.64, -2.51], [2.19, -0.85, 0.16], [3.03, -2.16, -0.80], [4.81, 0.93, 1.66], [0.44, 0.24, 1.03], [-0.12, -0.52, -0.69], [0.05, -2.32, 0.09], [-0.52, 1.39, -0.42], [0.41, -1.76, -1.87], [-2.09, -0.46, -2.33], [-1.57, -0.44, -0.32], [0.99, 0.29, -0.96], [-0.88, 0.09, 0.02], [0.44, -0.11, -0.24], [-1.18, 1.37, 0.31], [-1.46, 0.00, -0.81], [-1.79, 1.15, 1.52], [-1.97, -1.97, -2.27], [-0.03, 1.01, 0.47]],
  "mulliken_charge": [-1.122, -0.047, 0.792, 0.306, -0.766, -0.334, 0.186, -0.253, -0.632, 0.179, -0.455, -0.624, -0.439, -0.516, -0.155, 0.391, 0.605, 0.383, 0.334, 0.308, 0.330, 0.313, 0.266, 0.281, 0.316, 0.354],
  "relative_energy_kcal_mol": 72.39,
  "multiplicity": 1,
  "gap_ha": 0.29551
}

# 2
{
  "formula": "C15H21N5O4Ru",
  "method": "ωB97M-V/def2-TZVPD",
  "symbols": ["Ru", "O", "C", "O", "C", "C", "C", "C", "C", "N", "C", "O", "O", "H", "H", "H", "N", "C", "C", "N", "H", "H", "H", "H", "H", "H", "H", "H", "N", "C", "N", "C", "C", "C", "C", "C", "H", "H", "H", "H", "H", "H", "H", "H", "H", "H"],
  "xyz": [[-1.178635, 0.122945, 1.592977], [-2.461407, -2.029108, -1.532799], [-2.244844, -1.195181, -0.694525], [-2.007101, -1.419764, 0.586886], [-2.247452, 0.288065, -1.044511], [-2.595888, 0.891823, -2.237793], [-2.476518, 2.277252, -2.327528], [-2.008315, 3.026932, -1.251347], [-1.676850, 2.355669, -0.089495], [-1.821859, 1.038407, -0.037752], [-1.132897, 2.941645, 1.207136], [-0.890637, 4.112275, 1.306106], [-1.000118, 2.035824, 2.167581], [-2.946725, 0.286773, -3.062089], [-2.747675, 2.777528, -3.247567], [-1.895507, 4.100968, -1.297642], [-2.981751, 0.214145, 2.647103], [-2.895228, -0.644985, 3.853271], [-1.536272, -0.432387, 4.474849], [-0.510807, -0.737960, 3.444060], [-3.145360, 1.183203, 2.913524], [-3.756322, -0.091817, 2.064149], [-3.006788, -1.679327, 3.525307], [-3.692336, -0.420013, 4.562180], [-1.410648, -1.050469, 5.363886], [-1.408088, 0.612962, 4.757677], [-0.368175, -1.742816, 3.378678], [0.381252, -0.338646, 3.722800], [0.580842, -0.019467, 0.539303], [1.309818, -0.461680, -0.247457], [2.118833, -0.953690, -1.126037], [1.821675, -0.850792, -2.570219], [3.011822, -0.246644, -3.296881], [4.291147, -1.016887, -2.977259], [4.540775, -1.062593, -1.471377], [3.351592, -1.668616, -0.742846], [0.917415, -0.255514, -2.687968], [1.610138, -1.859390, -2.935340], [3.122282, 0.799722, -2.999380], [2.809819, -0.260412, -4.368656], [5.140074, -0.556326, -3.481762], [4.209386, -2.037324, -3.365365], [4.717128, -0.052887, -1.091050], [5.428123, -1.654599, -1.244146], [3.459121, -1.607546, 0.338441], [3.222959, -2.719298, -1.017122]],
  "forces_ev_per_angstrom": [[-0.02, 0.21, -0.11], [0.02, -0.01, 0.02], [-0.11, 0.02, -0.01], [0.06, -0.07, 0.03], [0.06, -0.02, 0.03], [-0.01, 0.00, -0.02], [-0.01, -0.01, 0.00], [0.00, 0.01, 0.01], [-0.02, 0.01, 0.00], [-0.03, 0.04, 0.02], [0.03, -0.01, -0.03], [-0.02, 0.00, 0.02], [0.04, 0.05, -0.01], [0.00, -0.01, 0.00], [0.00, 0.00, 0.00], [0.00, 0.00, 0.00], [-0.05, -0.14, 0.01], [-0.04, -0.01, -0.02], [0.06, -0.02, 0.02], [0.05, 0.00, 0.04], [0.01, 0.02, -0.03], [-0.01, 0.04, -0.01], [-0.01, 0.00, 0.00], [0.00, 0.00, 0.00], [0.00, 0.01, 0.01], [-0.01, 0.00, 0.01], [-0.02, 0.00, -0.05], [0.01, -0.02, -0.01], [0.01, -0.07, 0.01], [-0.04, -0.12, 0.09], [0.04, 0.10, -0.06], [-0.01, -0.02, 0.02], [0.00, 0.01, -0.01], [0.01, 0.00, 0.00], [0.00, 0.00, 0.01], [-0.01, -0.01, 0.00], [0.01, 0.02, 0.00], [0.01, 0.00, 0.00], [0.00, 0.00, 0.00], [0.00, 0.00, 0.00], [0.00, 0.00, 0.00], [0.00, 0.00, 0.00], [0.00, 0.00, 0.00], [0.00, 0.00, 0.00], [0.00, 0.00, 0.00], [0.00, 0.00, 0.00]],
  "mulliken_spin": [0.905, 0.007, -0.013, 0.062, 0.010, 0.004, -0.001, 0.003, 0.008, -0.027, -0.005, 0.009, 0.059, 0.000, 0.000, 0.000, -0.007, 0.006, -0.001, -0.014, 0.001, 0.000, -0.001, -0.001, 0.000, 0.000, 0.003, 0.000, -0.025, 0.011, 0.010, -0.001, 0.001, 0.000, 0.000, -0.001, 0.000, 0.000, 0.000, 0.000, 0.000, 0.000, 0.000, 0.000, 0.000, 0.000],
  "relative_energy_kcal_mol": 0.00,
  "multiplicity": 2,
  "charge": 1,
  "gap_ha": [0.33828, 0.29936]
}

# 3
{
  "formula": "C29H77O10",
  "method": "ωB97M-V/def2-TZVPD",
  "symbols": ["C", "C", "C", "C", "C", "C", "C", "C", "C", "H", "H", "H", "H", "H", "H", "H", "H", "H", "H", "H", "H", "H", "H", "H", "H", "H", "C", "C", "O", "H", "H", "H", "H", "H", "H", "C", "C", "O", "H", "H", "H", "H", "H", "H", "C", "C", "O", "H", "H", "H", "H", "H", "H", "C", "C", "O", "H", "H", "H", "H", "H", "H", "C", "C", "O", "H", "H", "H", "H", "H", "H", "C", "C", "O", "H", "H", "H", "H", "H", "H", "C", "C", "O", "H", "H", "H", "H", "H", "H", "C", "C", "O", "H", "H", "H", "H", "H", "H", "C", "C", "O", "H", "H", "H", "H", "H", "H", "C", "C", "O", "H", "H", "H", "H", "H", "H"],
  "xyz": [[-3.459504, -3.264221, -2.426893], [-2.945416, -3.786248, -1.213109], [-1.568874, -4.502135, -1.313884], [-0.541743, -3.996016, -0.208408], [-0.753079, -2.515139, 0.262650], [-0.696256, -1.440940, -0.888508], [0.743374, -0.890897, -1.210417], [1.298223, -1.636782, -2.514708], [2.889250, -1.750650, -2.457680], [-4.458411, -3.528514, -2.853384], [-2.827863, -2.573355, -3.042528], [-3.525302, -3.667161, -0.239999], [-1.800426, -5.589886, -1.102576], [0.510291, -4.199499, -0.568658], [-0.674201, -4.665460, 0.700618], [0.056343, -2.302299, 1.028334], [-1.718680, -2.414378, 0.836530], [-1.443514, -0.625257, -0.628434], [-1.091306, -1.931379, -1.821204], [0.624030, 0.189290, -1.525979], [1.462584, -0.937120, -0.355217], [0.828814, -2.654208, -2.532320], [0.932995, -1.083833, -3.426458], [3.360820, -1.021359, -3.157180], [3.185642, -1.582643, -1.396325], [3.161409, -2.819531, -2.687994], [5.156111, 1.707674, -1.830674], [5.821759, 0.700591, -0.911991], [5.627966, -0.620529, -1.399487], [4.086833, 1.502157, -1.910844], [5.292771, 2.726468, -1.459814], [5.570921, 1.643252, -2.840344], [5.390088, 0.752814, 0.088527], [6.897654, 0.895701, -0.834693], [6.016520, -0.667596, -2.279160], [2.894152, -2.130933, -6.335987], [3.948807, -1.072997, -6.608853], [5.035707, -1.205840, -5.693925], [2.519829, -2.045156, -5.314347], [2.054727, -2.033429, -7.027713], [3.319077, -3.133954, -6.437829], [3.527697, -0.074329, -6.485986], [4.335085, -1.162219, -7.630795], [5.408313, -2.084665, -5.812146], [-0.407703, 3.118729, -4.754867], [0.011614, 1.752267, -5.262912], [1.345251, 1.458658, -4.862930], [0.264008, 3.891233, -5.136725], [-1.428607, 3.355035, -5.063810], [-0.353842, 3.157836, -3.663516], [-0.022896, 1.722778, -6.353229], [-0.652906, 0.973584, -4.874747], [1.370714, 1.475215, -3.899447], [-5.114924, 0.067955, 0.093175], [-4.000620, 1.060321, -0.170026], [-3.296791, 0.699316, -1.349147], [-4.708279, -0.938569, 0.199457], [-5.662007, 0.327523, 1.003352], [-5.818273, 0.041894, -0.743878], [-3.290062, 1.065568, 0.659128], [-4.397925, 2.075890, -0.290994], [-3.926465, 0.704155, -2.076830], [2.287525, -5.519713, 4.059138], [1.418894, -4.967227, 2.943862], [0.045181, -5.021732, 3.312732], [2.012180, -6.553303, 4.282300], [3.344562, -5.487814, 3.782963], [2.147854, -4.946216, 4.980299], [1.546886, -5.554130, 2.034283], [1.683930, -3.928524, 2.722371], [-0.061830, -4.493026, 4.109745], [-1.491769, 4.550005, 1.340997], [-0.588413, 4.208570, 0.171720], [-0.666044, 2.822228, -0.129144], [-1.210398, 3.971604, 2.224111], [-1.433046, 5.615104, 1.582896], [-2.530705, 4.299099, 1.112821], [0.451255, 4.440585, 0.411075], [-0.874629, 4.779088, -0.719277], [-1.585143, 2.623889, -0.349721], [-5.559435, -3.534837, 2.924702], [-4.514976, -2.473587, 2.637071], [-3.412775, -2.604966, 3.529291], [-5.914892, -3.452397, 3.954906], [-6.412028, -3.438387, 2.248579], [-5.133915, -4.535315, 2.811657], [-4.938098, -1.476815, 2.771646], [-4.147254, -2.556699, 1.609962], [-3.036671, -3.482246, 3.397954], [-5.087180, 7.430401, 0.945903], [-4.190575, 7.075720, -0.224396], [-4.283277, 5.685977, -0.521731], [-4.809293, 6.851102, 1.828625], [-5.015902, 8.493638, 1.185297], [-6.130358, 7.190693, 0.720532], [-3.149156, 7.296547, 0.013004], [-4.470604, 7.647119, -1.116051], [-5.200454, 5.493937, -0.740120], [1.108130, 7.907269, 3.027349], [0.255946, 8.459978, 1.901279], [-1.121410, 8.423065, 2.263787], [0.818323, 6.879881, 3.256563], [2.167096, 7.923578, 2.761228], [0.967145, 8.491178, 3.941270], [0.382706, 7.862235, 0.997758], [0.533139, 9.494613, 1.672916], [-1.226652, 8.958463, 3.056035], [4.848422, -7.037409, 6.866579], [4.897054, -5.523637, 6.789944], [3.843246, -4.956219, 7.561874], [3.888280, -7.407204, 6.501362], [5.647768, -7.485506, 6.272367], [4.949182, -7.375677, 7.901896], [4.774756, -5.189988, 5.759581], [5.853696, -5.143597, 7.164437], [3.960225, -5.246167, 8.471507]],
  "forces_ev_per_angstrom": [[0.23, -0.58, 1.03], [0.87, -0.22, -1.56], [-0.71, 2.02, 1.43], [-0.81, -1.08, 0.34], [0.70, -0.21, 0.17], [-0.49, 0.01, 0.41], [-0.90, 0.26, -1.57], [0.40, -0.01, 1.01], [-1.37, -0.57, 0.02], [0.13, 1.16, 0.92], [-0.11, -1.75, -0.02], [0.04, -0.66, -0.86], [0.13, 0.92, -0.79], [-0.79, 0.52, 0.35], [0.38, 0.76, -0.47], [-0.75, 0.05, -0.67], [0.80, -0.23, -0.72], [1.16, -0.77, -0.35], [0.30, 0.51, 0.90], [0.28, -0.82, 0.68], [-0.65, -0.11, -0.61], [0.45, 0.79, -0.07], [0.43, -0.57, 0.80], [-0.03, -0.69, 0.66], [0.11, 0.07, -1.00], [0.08, 1.17, -0.11], [-0.08, 0.12, 0.01], [0.04, -0.08, -0.46], [0.19, -0.03, 0.35], [0.05, 0.00, 0.09], [0.00, 0.00, -0.05], [0.05, 0.05, 0.05], [0.01, -0.16, -0.05], [-0.01, 0.18, 0.13], [-0.14, -0.04, -0.04], [-0.05, 0.06, 0.04], [-0.05, -0.42, 0.06], [0.16, 0.32, 0.03], [-0.02, 0.08, -0.08], [0.01, -0.05, 0.03], [-0.03, 0.02, -0.11], [0.14, -0.02, 0.13], [-0.12, 0.07, -0.07], [-0.06, -0.01, 0.05], [-0.04, 0.12, -0.02], [0.03, 0.03, 0.45], [0.15, 0.02, -0.26], [-0.04, -0.05, -0.07], [0.01, 0.02, 0.06], [-0.11, -0.07, -0.02], [0.15, -0.08, 0.04], [-0.13, 0.05, -0.11], [0.00, -0.12, -0.01], [-0.09, -0.07, 0.18], [-0.32, -0.17, -0.31], [0.30, 0.40, 0.05], [0.04, 0.08, -0.05], [-0.04, -0.01, -0.03], [-0.02, 0.08, 0.04], [0.11, -0.05, -0.14], [-0.05, 0.07, 0.21], [0.05, -0.16, -0.01], [0.06, -0.05, 0.07], [-0.08, 0.16, 0.30], [-0.07, -0.21, -0.04], [0.03, 0.01, -0.09], [-0.01, 0.01, 0.03], [0.10, 0.05, -0.03], [-0.23, 0.08, 0.00], [0.14, -0.06, -0.12], [0.00, 0.04, -0.05], [0.00, 0.11, 0.15], [-0.45, -0.25, -0.01], [0.20, 0.06, -0.03], [0.10, 0.04, -0.05], [-0.09, 0.00, 0.03], [0.02, 0.14, -0.09], [0.01, -0.15, -0.08], [0.06, 0.20, 0.07], [0.13, -0.15, -0.08], [-0.14, 0.00, 0.04], [0.20, -0.42, 0.00], [-0.06, 0.21, 0.24], [-0.01, 0.08, -0.04], [0.03, -0.07, 0.00], [-0.02, 0.04, -0.14], [0.17, 0.01, 0.10], [-0.15, 0.03, -0.04], [0.09, 0.07, -0.13], [0.01, 0.05, 0.11], [-0.33, -0.12, 0.01], [0.24, -0.06, -0.03], [0.08, 0.06, -0.05], [-0.04, -0.03, 0.01], [0.01, 0.10, -0.05], [-0.02, -0.15, -0.04], [0.07, 0.15, 0.06], [0.03, -0.03, 0.00], [0.10, -0.09, -0.01], [-0.02, 0.11, 0.43], [-0.15, -0.09, -0.29], [0.03, 0.02, -0.10], [-0.01, 0.00, 0.06], [0.08, 0.06, -0.05], [-0.19, 0.03, 0.03], [0.15, -0.05, -0.10], [-0.03, -0.04, 0.00], [0.01, -0.09, -0.09], [-0.04, -0.21, 0.37], [-0.08, 0.21, -0.19], [0.06, 0.07, -0.07], [-0.02, -0.03, 0.05], [0.11, 0.01, -0.03], [-0.12, 0.10, 0.12], [0.09, -0.05, -0.15], [-0.03, 0.01, -0.01]],
  "mulliken_charge": [-0.889, -0.209, -0.892, -0.079, -0.319, 1.168, -0.443, 0.090, -1.194, 0.266, 0.098, 0.245, 0.164, 0.181, 0.189, 0.356, -0.334, -0.860, -0.121, -0.035, 0.434, 0.314, 0.019, 0.036, 0.437, 0.304, -0.768, -0.352, -0.459, 0.050, 0.374, 0.309, 0.286, 0.280, 0.270, -0.770, -0.244, -0.499, 0.037, 0.342, 0.385, 0.199, 0.294, 0.287, -0.887, -0.200, -0.420, 0.295, 0.351, 0.118, 0.324, 0.221, 0.209, -0.960, -0.169, -0.430, 0.076, 0.338, 0.410, 0.319, 0.261, 0.193, -1.086, -0.187, -0.491, 0.250, 0.338, 0.345, 0.332, 0.233, 0.279, -0.710, -0.305, -0.318, 0.310, 0.078, 0.175, 0.323, 0.212, 0.158, -1.285, 0.968, -0.552, 0.339, 0.342, 0.328, 0.253, -0.677, 0.297, -1.066, -0.161, -0.430, 0.242, 0.343, 0.382, 0.148, 0.294, 0.255, -1.024, -0.268, -0.466, 0.268, 0.321, 0.342, 0.248, 0.349, 0.263, -0.967, -0.210, -0.506, 0.245, 0.309, 0.350, 0.199, 0.305, 0.291],
  "multiplicity": 1,
  "charge": -1,
  "gap_ha": 0.11888
}

# 4
{
  "formula": "C4H8NO3",
  "method": "ωB97M-V/def2-TZVPD",
  "symbols": ["C", "N", "C", "C", "O", "C", "O", "O", "H", "H", "H", "H", "H", "H", "H", "H"],
  "xyz": [[-0.733625, -1.779341, -1.083805], [-0.885083, -0.361341, -0.734443], [0.065464, 0.160218, 0.227526], [-0.415110, 1.470500, 0.833694], [-0.214333, 1.511656, 2.274714], [1.557712, 0.248944, -0.262190], [2.342955, 0.566563, 0.659119], [1.749138, 0.022677, -1.471448], [-1.650823, -2.049121, -1.604156], [-0.624109, -2.355981, -0.162308], [0.161912, -1.970028, -1.682137], [-0.822191, 0.142676, -1.606484], [0.131223, -0.556951, 1.024361], [0.196213, 2.289592, 0.443776], [-1.481069, 1.614880, 0.714852], [0.621723, 1.045063, 2.428929]],
  "forces_ev_per_angstrom": [[0.25, 0.76, 0.42], [-0.60, -0.37, -0.09], [0.33, -0.27, -0.70], [0.99, 0.18, 1.19], [0.02, -0.39, -0.23], [-0.87, 0.39, 0.07], [0.27, -0.05, -0.02], [0.37, 0.01, -0.01], [0.09, -0.45, -0.11], [-0.25, -0.08, -0.01], [-0.06, -0.04, -0.16], [0.28, 0.31, -0.03], [-0.28, -0.49, 0.64], [-0.40, 0.15, -0.36], [-0.14, 0.06, -0.40], [0.01, 0.28, -0.20]],
  "mulliken_charge": [-0.816, -0.455, 0.094, -0.595, -0.568, 0.530, -0.746, -0.727, 0.302, 0.272, 0.279, 0.262, 0.262, 0.216, 0.355, 0.335],
  "relative_energy_kcal_mol": 38.59,
  "smiles": "CN[C@H](CO)C(=O)[O-]",
  "multiplicity": 1,
  "charge": -1,
  "gap_ha": 0.29361
}

For reference, energy by record: -29919.701, -34115.414, -51789.284, -11911.620 eV.
For reference, molar mass by record: 229.261, 436.434, 585.925, 118.112 Da.